Entry 1:
ORCA calculation (ωB97M-V/def2-TZVPD) on C42H45BeN7 as an isolated structure at a distorted geometry.

Values from the calculation:
Total charge: 0
Orbital gap, eV: 4.62
Largest force on an atom, hartree/bohr: 0.037
Relative energy (zero: lowest compared OMol25 entry of this formula, charge and spin), kcal/mol: 14.52
Highest occupied orbital energy, Eh: -0.211
Calculated total energy, Ha: -2025.6331

Element x y z (Å)
Be1 -0.79 -0.92 -0.22
C1 3.84 -1.74 -2.66
C2 2.61 -2.50 -2.14
C3 1.36 -1.91 -2.81
C4 2.65 -2.61 -0.61
C5 3.57 -3.53 -0.12
C6 3.72 -3.77 1.24
C7 2.95 -3.06 2.14
C8 2.02 -2.12 1.70
C9 1.21 -1.33 2.72
C10 0.09 -2.19 3.31
C11 2.10 -0.75 3.82
C12 1.86 -1.91 0.32
N1 0.88 -0.97 -0.10
C13 1.32 0.31 -0.26
C14 0.33 1.24 -0.50
N2 -0.95 0.74 -0.47
C15 -1.97 1.70 -0.34
C16 -2.89 1.94 -1.38
C17 -3.93 2.84 -1.16
C18 -4.08 3.51 0.05
C19 -3.15 3.29 1.05
C20 -2.09 2.41 0.88
C21 -1.14 2.19 2.05
C22 -1.80 1.34 3.14
C23 -0.62 3.50 2.64
C24 -2.79 1.33 -2.77
C25 -3.03 -0.19 -2.78
C26 -1.46 1.67 -3.45
C27 0.93 2.56 -0.66
C28 0.50 3.84 -0.91
C29 1.44 4.90 -0.91
C30 2.78 4.70 -0.68
C31 3.26 3.39 -0.42
C32 4.61 3.00 -0.15
C33 4.90 1.70 0.13
C34 3.91 0.68 0.16
C35 2.61 1.01 -0.14
C36 2.32 2.37 -0.42
H1 3.90 -1.83 -3.75
H2 4.76 -2.14 -2.23
H3 3.77 -0.69 -2.41
H4 2.70 -3.53 -2.50
H5 1.29 -0.83 -2.65
H6 0.44 -2.37 -2.46
H7 1.43 -2.08 -3.89
H8 4.18 -4.09 -0.82
H9 4.44 -4.50 1.59
H10 3.07 -3.24 3.20
H11 0.75 -0.49 2.20
H12 0.49 -3.06 3.82
H13 -0.59 -2.53 2.52
H14 -0.49 -1.60 4.03
H15 2.51 -1.53 4.46
H16 1.51 -0.08 4.45
H17 2.92 -0.18 3.39
H18 -4.65 3.02 -1.95
H19 -4.91 4.19 0.20
H20 -3.26 3.82 1.99
H21 -0.27 1.63 1.69
H22 -2.73 1.80 3.48
H23 -1.13 1.26 4.01
H24 -2.01 0.34 2.77
H25 -1.42 4.06 3.14
H26 -0.20 4.14 1.86
H27 0.16 3.30 3.37
H28 -3.58 1.78 -3.36
H29 -2.25 -0.70 -2.23
H30 -3.05 -0.55 -3.81
H31 -3.99 -0.43 -2.31
H32 -0.63 1.17 -2.97
H33 -1.27 2.74 -3.43
H34 -1.48 1.34 -4.50
H35 -0.55 4.06 -1.10
H36 1.09 5.90 -1.10
H37 3.47 5.54 -0.67
H38 5.39 3.75 -0.16
H39 5.92 1.42 0.34
H40 4.20 -0.33 0.41
N3 -5.55 -1.30 0.24
C37 -4.63 -0.39 0.60
N4 -3.43 -0.91 0.43
C38 -3.69 -2.15 -0.06
N5 -4.97 -2.43 -0.17
C39 -2.61 -3.05 -0.39
C40 -2.91 -4.38 -0.67
N6 -2.00 -5.31 -0.88
C41 -0.74 -4.87 -0.84
C42 -0.42 -3.56 -0.64
N7 -1.32 -2.59 -0.40
H41 -6.55 -1.22 0.26
H42 -4.85 0.60 0.95
H43 -3.95 -4.68 -0.70
H44 0.04 -5.61 -0.98
H45 0.62 -3.25 -0.67

***

Entry 2:
ORCA calculation (ωB97M-V/def2-TZVPD) on C42H45BrCsF10N7O4 as an isolated structure at a distorted geometry.

Values from the calculation:
Total charge: -2
Orbital gap, eV: 4.98
Largest force on an atom, hartree/bohr: 0.038
Relative energy (zero: lowest compared OMol25 entry of this formula, charge and spin), kcal/mol: 21.14
Highest occupied orbital energy, Eh: -0.060
Calculated total energy, Ha: -5904.4269

Element x y z (Å)
Cs1 0.85 1.14 0.90
O1 3.70 0.31 -3.43
C1 4.57 -0.43 -2.84
C2 5.84 -0.72 -3.41
C3 6.75 -1.53 -2.79
C4 6.47 -2.10 -1.55
C5 5.25 -1.83 -0.95
C6 4.32 -1.02 -1.56
C7 2.97 -0.79 -0.93
O2 2.38 0.41 -1.29
N1 2.12 -1.91 -1.36
N2 0.99 -2.19 -0.79
C8 0.35 -3.27 -1.08
C9 -0.91 -3.59 -0.51
Br1 -1.86 -2.15 0.31
C10 -1.52 -4.79 -0.58
C11 -0.94 -6.03 -1.07
C12 0.40 -6.37 -0.86
C13 0.90 -7.56 -1.33
C14 0.09 -8.45 -2.01
C15 -1.24 -8.14 -2.22
C16 -1.75 -6.95 -1.75
H1 2.77 0.54 -2.24
H2 6.06 -0.28 -4.37
H3 7.70 -1.73 -3.26
H4 7.19 -2.74 -1.06
H5 5.01 -2.27 0.02
H6 3.03 -0.85 0.17
H7 2.52 -2.57 -2.03
H8 0.75 -3.98 -1.81
H9 -2.55 -4.85 -0.26
H10 1.04 -5.70 -0.30
H11 1.94 -7.81 -1.15
H12 0.50 -9.39 -2.38
H13 -1.88 -8.83 -2.76
H14 -2.79 -6.70 -1.92
C17 -3.79 1.78 3.93
N3 -2.84 2.16 2.91
C18 -1.92 1.09 2.55
C19 -0.93 0.65 3.63
N4 -0.11 -0.41 3.12
C20 0.72 -1.03 3.92
C21 1.04 -0.76 5.30
F1 0.54 0.36 5.92
C22 1.85 -1.56 6.07
F2 2.08 -1.24 7.37
C23 2.44 -2.70 5.55
F3 3.22 -3.51 6.33
C24 2.22 -2.98 4.20
F4 2.80 -4.09 3.65
C25 1.42 -2.18 3.43
F5 1.24 -2.55 2.13
C26 -2.20 3.42 3.26
C27 -1.36 4.01 2.11
N5 0.01 3.59 2.14
C28 0.88 4.18 2.91
C29 2.22 3.67 2.93
F6 2.48 2.54 2.20
C30 3.27 4.22 3.60
F7 4.49 3.65 3.52
C31 3.10 5.37 4.37
F8 4.14 5.97 5.02
C32 1.81 5.89 4.46
F9 1.59 7.00 5.22
C33 0.75 5.32 3.79
F10 -0.47 5.91 4.00
H15 -3.37 1.80 4.95
H16 -4.63 2.48 3.91
H17 -4.16 0.78 3.73
H18 -2.53 0.22 2.26
H19 -1.36 1.40 1.67
H20 -0.32 1.52 3.93
H21 -1.49 0.32 4.52
H22 -3.01 4.12 3.50
H23 -1.57 3.33 4.16
H24 -1.79 3.65 1.17
H25 -1.46 5.10 2.13
C34 -5.56 0.07 -2.91
N6 -4.52 0.96 -2.45
C35 -4.89 1.88 -1.39
C36 -3.20 0.57 -2.45
O3 -2.43 0.92 -1.58
N7 -2.83 -0.24 -3.53
C37 -3.10 0.27 -4.85
C38 -1.52 -0.86 -3.42
H26 -6.17 -0.27 -2.07
H27 -5.10 -0.80 -3.38
H28 -6.21 0.57 -3.63
H29 -5.93 2.16 -1.52
H30 -4.27 2.78 -1.46
H31 -4.72 1.45 -0.40
H32 -4.04 0.81 -4.88
H33 -3.13 -0.56 -5.56
H34 -2.30 0.96 -5.17
H35 -1.33 -1.10 -2.38
H36 -0.73 -0.19 -3.77
H37 -1.52 -1.76 -4.03
C39 -1.23 3.67 -3.21
C40 -0.12 3.18 -4.13
C41 0.89 2.69 -3.10
O4 0.84 3.64 -2.05
C42 -0.41 4.31 -2.09
H38 -1.79 2.82 -2.81
H39 -1.92 4.37 -3.68
H40 0.29 4.01 -4.70
H41 -0.44 2.39 -4.82
H42 1.91 2.62 -3.46
H43 0.58 1.71 -2.72
H44 -0.23 5.38 -2.30
H45 -0.89 4.24 -1.11